Computed, not measured: a cluster of 7 separate species, C28H66IO8 in total in a non-equilibrium geometry, with ωB97M-V/def2-TZVPD.

orbital gap	5.97	eV
strongest force on any atom	0.1081	hartree/bohr
LUMO energy	2.05	eV

Structure (ORCA input):
```
! RIJCOSX wB97M-V def2-TZVPD def2/J DEFGRID3
* xyz -1 1
O 4.55 2.53 -0.23
C 4.77 3.56 -0.97
O 5.77 4.43 -0.57
C 3.87 3.83 -2.29
C 2.81 5.00 -1.89
C 1.72 4.25 -0.94
I 0.01 3.76 -2.25
H 3.24 2.89 -2.47
H 4.51 4.14 -3.19
H 3.34 5.86 -1.37
H 2.34 5.38 -2.87
H 2.10 3.24 -0.56
H 1.42 4.86 -0.03
C -1.97 -0.52 0.50
C -2.51 0.88 0.71
O -2.96 1.51 -0.48
C -4.04 0.87 -1.16
C -5.31 0.78 -0.33
H -1.21 -0.53 -0.29
H -1.53 -0.91 1.42
H -2.76 -1.21 0.18
H -1.70 1.51 1.10
H -3.30 0.89 1.47
H -3.73 -0.12 -1.52
H -4.24 1.47 -2.05
H -5.18 0.12 0.53
H -6.13 0.38 -0.93
H -5.59 1.76 0.05
C -10.05 3.85 3.54
C -8.58 3.81 3.18
O -8.19 2.61 2.50
C -8.83 2.36 1.26
C -8.56 3.43 0.21
H -10.34 2.95 4.10
H -10.27 4.73 4.15
H -10.69 3.89 2.65
H -7.99 3.85 4.09
H -8.29 4.68 2.59
H -9.90 2.21 1.40
H -8.43 1.41 0.90
H -9.02 4.38 0.49
H -8.98 3.13 -0.75
H -7.49 3.60 0.10
C 7.65 -1.73 -0.67
C 7.67 -1.00 0.66
O 8.89 -0.33 0.92
C 9.26 0.69 0.01
C 8.26 1.83 -0.06
H 8.52 -2.40 -0.76
H 6.74 -2.32 -0.78
H 7.70 -1.03 -1.51
H 7.54 -1.74 1.46
H 6.83 -0.31 0.74
H 9.44 0.27 -0.98
H 10.22 1.09 0.36
H 7.30 1.51 -0.47
H 8.64 2.64 -0.69
H 8.06 2.23 0.94
C -5.61 5.33 -3.12
C -4.14 5.29 -3.49
O -3.76 4.10 -4.17
C -4.39 3.84 -5.41
C -4.13 4.91 -6.46
H -5.89 4.44 -2.56
H -5.83 6.21 -2.52
H -6.25 5.37 -4.01
H -3.55 5.33 -2.58
H -3.86 6.17 -4.08
H -5.47 3.69 -5.26
H -3.99 2.89 -5.77
H -4.59 5.86 -6.18
H -4.55 4.61 -7.42
H -3.06 5.08 -6.57
C 3.74 -6.83 -1.34
C 4.50 -5.52 -1.47
O 3.75 -4.38 -1.06
C 3.33 -4.36 0.30
C 4.47 -4.38 1.29
H 2.78 -6.76 -1.86
H 4.32 -7.65 -1.77
H 3.53 -7.07 -0.30
H 4.75 -5.36 -2.52
H 5.45 -5.56 -0.92
H 2.63 -5.18 0.49
H 2.76 -3.44 0.43
H 5.02 -5.32 1.26
H 4.10 -4.25 2.31
H 5.18 -3.58 1.07
C 1.94 -8.47 3.23
C 2.70 -7.17 3.11
O 1.95 -6.03 3.52
C 1.53 -6.01 4.87
C 2.68 -6.03 5.87
H 0.98 -8.41 2.71
H 2.52 -9.30 2.80
H 1.73 -8.72 4.27
H 2.95 -7.01 2.05
H 3.65 -7.21 3.65
H 0.83 -6.83 5.06
H 0.96 -5.09 5.00
H 3.22 -6.97 5.83
H 2.30 -5.90 6.88
H 3.39 -5.23 5.65
*
```